18
Properties=species:S:1:pos:R:3:lowdin_charge:R:1 method="wB97M-V/def2-TZVPD" gap_ev=8.3
C -1.66475 0.92157 2.11218 0.096
C -0.49985 0.91923 1.81910 -0.185
C -1.28602 -2.53264 -0.81137 0.017
C 0.91564 0.81831 1.47139 -0.209
C 0.96442 1.30048 0.04585 -0.241
C -0.01153 0.76983 -1.00318 -0.277
N -1.08720 -1.19840 -0.68854 -0.116
N -0.01029 -0.64739 -1.17100 -0.038
H -2.63680 1.30756 2.22670 0.021
H -2.18712 -3.01755 -0.53172 0.040
H -0.43439 -3.02365 -1.04144 0.018
H 1.47623 1.46835 2.21390 0.135
H 1.28203 -0.27968 1.56644 0.150
H 0.89029 2.38287 0.01456 0.112
H 1.92031 0.96844 -0.31885 0.100
H -1.13063 1.08041 -0.63892 0.128
H 0.13110 1.33870 -1.94995 0.111
H -1.78099 -0.53568 -0.26969 0.137